# C5H5NO2

The molecule C5H5NO2 in a non-equilibrium geometry (wB97M-V/def2-TZVPD, the Open Molecules 2025 dataset).

Each line ends with the Löwdin charge.
CARTESIAN COORDINATES (ANGSTROEM)
O: 1.39116 -2.01617 -1.31104  0.15
O: 1.45202 0.38137 -0.83738  0.04
N: 0.25855 -1.53125 1.45641  0.06
C: 0.38655 0.85626 0.03724  -0.25
C: 0.99595 -0.97294 -0.85559  -0.37
C: -1.84492 1.96248 -1.16263  0.12
C: 0.04850 -0.64094 0.28156  -0.27
C: -0.78829 1.51992 -0.59279  -0.05
H: -2.61555 2.59057 -1.74425  0.07
H: -0.40918 -1.19842 2.16171  0.08
H: -0.99122 -0.85257 -0.13206  0.16
H: 0.86408 1.29144 0.86490  0.13
H: 1.25234 -1.38977 1.83392  0.12

Computed properties:
Kohn-Sham gap ... 0.3993 Ha
SMILES string ... C#C[C@@H]1OC(=O)[C@H]1N
HOMO level ... -10.15 eV


# C4H9NO

The molecule C4H9NO in a non-equilibrium geometry (wB97M-V/def2-TZVPD, the Open Molecules 2025 dataset).

Each line ends with the Löwdin charge.
CARTESIAN COORDINATES (ANGSTROEM)
O: 1.17217 -0.31952 1.89800  0.07
N: 0.18045 0.48950 -0.08380  -0.14
C: -0.49157 -1.69919 0.72451  -0.03
C: 0.85542 1.79077 -0.01991  -0.08
C: -0.72073 0.00900 -1.25133  -0.05
C: 0.49794 -0.46119 0.91621  -0.48
H: -0.27185 -2.39032 1.63599  0.12
H: -1.72273 -0.20482 -0.74062  0.09
H: 1.89153 1.71779 -0.29976  0.07
H: -1.56230 -1.57658 0.67272  0.06
H: -0.83030 0.82453 -2.11696  0.12
H: 0.84900 2.02506 1.06411  0.09
H: -0.32625 -0.89981 -1.70831  0.06
H: -0.20859 -2.09827 -0.20917  0.03
H: 0.68780 2.79305 -0.48170  0.09

Computed properties:
Kohn-Sham gap ... 0.3688 Ha
SMILES string ... CC(=O)N(C)C
HOMO level ... -9.26 eV


# CHF3O2S

A cluster of 2 separate species, CHF3O2S in total in a non-equilibrium geometry (wB97M-V/def2-TZVPD, the Open Molecules 2025 dataset).

Each line ends with the Löwdin charge.
CARTESIAN COORDINATES (ANGSTROEM)
S: 0.78412 0.46793 -2.73400  0.78
F: -1.30030 -0.49586 1.82977  0.20
F: 0.23152 0.98135 1.90340  0.19
F: 0.68322 -1.09591 1.69794  0.11
O: -0.34586 -0.10210 -0.02030  0.19
O: -0.20970 0.84705 -3.73465  -0.65
C: -0.19076 -0.10483 1.28418  -0.76
H: 0.34776 -0.49765 -0.22634  -0.05

Computed properties:
Kohn-Sham gap (spin up / spin down) ... 0.2869 / 0.2855 Ha
SMILES string ... OC(F)(F)F.O=S
HOMO level (spin up / spin down) ... -9.57 / -9.55 eV


# C4H12

A cluster of 2 separate species, C4H12 in total in a non-equilibrium geometry (wB97M-V/def2-TZVPD, the Open Molecules 2025 dataset).

Each line ends with the Löwdin charge.
CARTESIAN COORDINATES (ANGSTROEM)
C: -1.53741 0.76272 0.75154  -0.17
C: 1.49110 -0.58830 -0.87832  -0.19
C: -2.50922 -0.15470 0.04351  -0.16
C: 2.55885 -0.02585 0.03558  -0.17
H: -2.91932 0.29678 -0.87056  0.07
H: -1.74349 1.82246 0.62894  0.06
H: 1.02100 0.19316 -1.47275  0.06
H: 1.88552 -1.29763 -1.61540  0.07
H: -3.38975 -0.32624 0.66393  0.06
H: -2.08504 -1.12015 -0.21867  0.06
H: -0.48320 0.56005 0.54573  0.03
H: 0.65174 -1.07423 -0.37690  0.05
H: -1.47165 0.64790 1.83753  0.06
H: 3.47920 0.27864 -0.45966  0.06
H: 2.86838 -0.79018 0.75388  0.06
H: 2.18330 0.81555 0.63161  0.06

Computed properties:
Kohn-Sham gap ... 0.4637 Ha
SMILES string ... CC.CC
HOMO level ... -11.45 eV


# C4H14N2OS

A cluster of 3 separate species, C4H14N2OS in total in a non-equilibrium geometry (wB97M-V/def2-TZVPD, the Open Molecules 2025 dataset).

Each line ends with the Löwdin charge.
CARTESIAN COORDINATES (ANGSTROEM)
S: -0.97756 1.10853 1.10364  0.72
O: -3.23263 0.00932 -1.06788  -0.08
N: 0.06277 -0.95261 -2.54194  -0.02
N: 2.94597 0.40164 2.19057  -0.02
C: 1.69094 0.97015 1.66901  -0.40
C: -1.10201 -1.05872 -1.62759  -0.34
C: -2.04819 0.13695 -1.84019  -0.34
C: 0.36559 0.29439 2.04953  -0.60
H: -2.91747 0.23870 -0.17618  0.00
H: 1.84998 0.96269 0.60635  0.06
H: -0.91469 -1.12281 -0.50688  0.07
H: 0.45814 -1.89694 -2.66677  0.07
H: -1.41588 0.98447 -1.61666  0.05
H: 0.83465 -0.39142 -2.12556  0.05
H: -2.25436 0.21774 -2.91774  0.12
H: 0.12315 0.45522 3.12143  0.08
H: -1.60308 -1.98697 -1.90934  0.11
H: 3.15848 -0.55097 1.88238  0.07
H: 0.09022 0.46927 -0.53038  0.18
H: 0.36798 -0.73518 1.75374  0.04
H: 2.91641 0.38963 3.21761  0.07
H: 1.60159 2.05691 1.93284  0.11

Computed properties:
Kohn-Sham gap ... 0.2890 Ha
HOMO level ... -9.32 eV


# FH2IP2

A structure of composition FH2IP2 in a non-equilibrium geometry (wB97M-V/def2-TZVPD, the Open Molecules 2025 dataset).

Each line ends with the Löwdin charge.
CARTESIAN COORDINATES (ANGSTROEM)
I: 2.42036 0.80895 -0.11433  0.23
P: 0.61480 0.05602 1.22282  -0.03
P: -0.27213 -1.03892 -0.61238  0.48
F: -1.76941 -1.49362 -0.03296  -0.48
H: -0.63731 0.17239 -1.22787  -0.15
H: -0.35631 1.49518 0.76471  -0.04

Computed properties:
Kohn-Sham gap ... 0.3398 Ha
HOMO level ... -9.48 eV


# C6H6

The molecule C6H6 in a non-equilibrium geometry (wB97M-V/def2-TZVPD, the Open Molecules 2025 dataset).

Each line ends with the Löwdin charge.
CARTESIAN COORDINATES (ANGSTROEM)
C: -0.27273 0.74120 -1.08186  -0.13
C: -0.36905 -1.35068 0.07288  -0.12
C: 0.81743 0.53760 1.02973  -0.07
C: 0.32929 1.37323 -0.09785  -0.08
C: 0.39007 -0.71537 1.05598  -0.15
C: -0.62289 -0.65104 -1.04033  -0.10
H: -0.59414 1.22695 -2.03015  0.11
H: -1.21829 -0.97300 -1.94361  0.12
H: 0.60440 -1.29281 1.99079  0.12
H: 1.29477 1.08886 1.89767  0.12
H: 0.44730 2.37617 -0.09038  0.06
H: -0.80616 -2.36111 0.23713  0.12

Computed properties:
Kohn-Sham gap ... 0.3872 Ha
SMILES string ... c1ccccc1
HOMO level ... -9.40 eV


# C30H84N6O12

A cluster of 9 separate species, C30H84N6O12 in total in a non-equilibrium geometry (wB97M-V/def2-TZVPD, the Open Molecules 2025 dataset).

Each line ends with the Löwdin charge.
CARTESIAN COORDINATES (ANGSTROEM)
O: -0.45253 -22.45386 1.95964  -0.10
O: 1.34974 -25.54349 -6.47111  -0.09
O: -0.05242 -23.16876 -6.40381  -0.12
O: 2.43621 -20.75099 -3.04177  -0.22
O: -6.31164 -18.63943 -5.38531  -0.06
O: -6.74822 -20.50261 -2.26264  -0.08
O: -2.05625 -21.96482 -2.76638  -0.20
O: 0.63782 -25.20617 1.45458  -0.08
O: -5.34429 -24.58485 -5.16317  -0.18
O: -4.89110 -26.18856 0.30673  -0.20
O: -1.89443 -19.21007 -6.78639  -0.17
O: 1.86339 -27.91634 -2.04962  -0.17
N: -1.72430 -22.48598 -8.60025  0.03
N: 0.64369 -23.13151 -0.55207  0.05
N: 3.58642 -27.33022 -4.21924  0.05
N: 3.49240 -19.39023 -0.87426  0.04
N: -7.15375 -23.35764 -3.33291  0.06
N: -2.60224 -28.95172 -0.79387  0.06
C: -4.51279 -25.42222 -5.86242  -0.15
C: 3.66982 -25.02576 -3.47193  -0.07
C: 0.64130 -28.15028 -1.41874  -0.11
C: -0.29377 -24.18049 -5.37841  -0.21
C: -4.23284 -25.42921 1.28730  -0.10
C: -2.29196 -21.29833 -8.01930  -0.39
C: -0.16774 -23.50149 2.90388  -0.20
C: -4.37242 -27.47601 0.06975  -0.21
C: 2.45171 -18.77387 -1.65773  -0.47
C: -0.01109 -25.55442 -5.94849  -0.20
C: -1.29687 -20.41293 -7.29001  -0.19
C: -0.97443 -18.45168 -6.06504  -0.13
C: -6.92123 -19.53147 -3.25293  -0.27
C: -0.36428 -23.23632 -1.57536  -0.41
C: -3.44886 -21.75357 -7.04113  -0.02
C: 1.01161 -24.40918 2.52260  -0.27
C: -3.15663 -26.99816 -2.01389  -0.07
C: 2.14390 -26.59087 -2.28088  -0.23
C: -1.44173 -24.20088 -1.11822  -0.04
C: -4.99303 -24.58495 -3.76341  -0.18
C: -1.03751 -21.84869 -1.81986  -0.20
C: 2.53801 -19.32558 -3.11043  -0.17
C: 2.25646 -21.42972 -4.23387  -0.10
C: -5.48049 -23.41331 -1.59556  -0.05
C: -2.64386 -20.76775 -3.24244  -0.08
C: 3.48206 -26.48182 -3.06502  -0.44
C: 2.65559 -17.28270 -1.57351  -0.07
C: -5.90212 -19.56225 -4.39007  -0.26
C: -5.68056 -23.36689 -3.11385  -0.39
C: -3.03534 -27.57810 -0.62134  -0.45
H: 0.07847 -23.04771 3.84035  0.11
H: -2.30392 -24.15646 -1.80561  0.06
H: -4.95709 -19.34858 -3.90862  0.10
H: -4.34565 -25.96575 2.25543  0.10
H: -4.21362 -22.31028 -7.52468  0.06
H: -3.22338 -20.23984 -2.47412  0.09
H: -1.33142 -24.03900 -5.04653  0.10
H: -2.17586 -26.94307 -2.46125  0.06
H: -7.09904 -21.35862 -2.58240  0.05
H: -3.08194 -22.29626 -6.18482  0.06
H: -4.73698 -26.45265 -5.53930  0.09
H: 1.62818 -18.89718 -3.62243  0.13
H: -7.60194 -23.93602 -2.65643  0.07
H: 0.16482 -23.61245 -2.51980  0.14
H: 1.39079 -24.70634 -6.92996  0.06
H: -2.70829 -20.79621 -8.89255  0.13
H: -0.20131 -27.83829 -2.01058  0.05
H: -3.97880 -20.89362 -6.58759  0.07
H: -5.79821 -22.43925 -1.15957  0.08
H: 2.20561 -17.04955 -0.61958  0.07
H: -5.60745 -18.13271 -5.82414  0.10
H: 3.45166 -18.94717 -3.56939  0.13
H: 3.77739 -24.45050 -2.54356  0.08
H: -6.05407 -24.21055 -1.08722  0.08
H: 2.15787 -16.70754 -2.34612  0.08
H: -1.25192 -22.19561 -9.43244  0.08
H: -3.90652 -24.38854 -3.56302  0.12
H: 3.31569 -28.27768 -3.99460  0.07
H: 0.55931 -29.22521 -1.34312  0.08
H: 3.71069 -17.06900 -1.55184  0.08
H: -0.05083 -18.31724 -6.61819  0.09
H: -2.47065 -23.13381 -8.84341  0.09
H: -3.16837 -25.25173 1.10091  0.07
H: -0.87908 -21.05465 -6.50824  0.11
H: -3.33615 -21.11824 -4.00754  0.06
H: -3.51186 -25.96559 -1.99329  0.04
H: -1.44399 -17.51414 -5.95025  0.08
H: -0.57853 -23.37465 -7.18784  0.04
H: 0.19991 -22.70950 0.27225  0.04
H: -0.69585 -18.79984 -5.08422  0.06
H: -0.38254 -21.61225 2.41317  0.09
H: -1.38302 -21.52282 -0.85630  0.12
H: -4.42163 -23.55817 -1.34759  0.06
H: 4.63535 -24.92738 -3.99577  0.09
H: -5.94678 -20.58293 -4.80298  0.11
H: 4.31130 -26.72940 -2.40529  0.13
H: -3.29610 -29.45598 -1.29746  0.06
H: 2.40333 -26.08519 -1.34475  0.13
H: -1.62431 -24.01047 -0.03175  0.09
H: -3.80872 -27.62860 -2.63825  0.09
H: 0.65862 -24.59116 0.69677  0.03
H: 1.44954 -19.08594 -1.23842  0.14
H: 3.48032 -19.08201 0.09133  0.08
H: 1.42323 -26.03972 -2.82505  0.10
H: 2.97549 -26.99917 -4.96160  0.06
H: 0.57794 -27.73010 -0.37785  0.10
H: -5.27469 -25.50441 -3.24693  0.12
H: -0.73455 -25.79542 -6.77272  0.13
H: 1.40534 -22.52667 -0.80231  0.08
H: 0.33690 -23.90635 -4.54637  0.08
H: -6.84289 -18.52009 -2.79498  0.13
H: -4.83159 -25.33935 -6.91091  0.09
H: 2.97216 -21.07666 -4.95387  0.09
H: 1.92686 -23.81928 2.42601  0.12
H: -7.36593 -23.57105 -4.27703  0.06
H: 1.22736 -21.23239 -4.52656  0.08
H: 2.89575 -24.66116 -4.13483  0.05
H: -2.61529 -29.43863 0.09934  0.08
H: -1.90390 -20.04237 -3.66744  0.09
H: -5.31221 -22.45416 -3.59586  0.11
H: -0.48897 -20.13197 -7.93879  0.12
H: -5.15421 -27.91404 -0.55720  0.13
H: -3.42777 -25.23390 -5.80188  0.08
H: -1.12585 -24.02220 2.91703  0.12
H: -2.27902 -27.01481 -0.09312  0.13
H: 0.09200 -26.35116 -5.20522  0.11
H: -0.96980 -25.19514 -1.15946  0.07
H: -0.24094 -21.11968 -2.17063  0.13
H: -4.73679 -24.47986 1.22882  0.08
H: 3.24272 -20.34712 -0.86167  0.04
H: 2.44213 -22.49192 -4.05815  0.07
H: 1.19769 -25.01828 3.40755  0.12
H: -7.90447 -19.60643 -3.72635  0.12
H: -4.32592 -28.05421 0.99682  0.12

Computed properties:
Kohn-Sham gap ... 0.3231 Ha
SMILES string ... COC[C@H](C)N.COC[C@H](C)N.COC[C@H](C)N.COC[C@H](C)N.COC[C@H](C)N.COC[C@H](C)N.OCCO.OCCO.OCCO
HOMO level ... -8.53 eV